1.
A 2-piece molecular cluster, C6H10 overall, computed with ωB97M-V with the def2-TZVPD basis set.

The calculation puts the HOMO energy (alpha / beta) at -0.29242 / -0.28164 Eh. As for the multiplicity: 1. The value obtained for the HOMO-LUMO gap (alpha / beta) is 8.0 / 7.7 eV. The electronic energy comes out at -234.4249 Eh.

Each line ends with the Mulliken charge.
Geometry (Å):
C: -0.753 -1.313 1.304  -1.46
C: -0.823 -0.454 0.031  0.43
C: -0.494 1.040 0.300  -0.73
C: 0.708 1.337 -0.588  -0.42
C: 1.047 0.163 -1.327  -0.16
C: 0.178 -0.840 -1.059  -0.65
H: 0.251 -1.259 1.740  0.35
H: -0.980 -2.367 1.102  0.38
H: -1.470 -0.955 2.056  0.36
H: -1.838 -0.541 -0.383  0.31
H: -1.359 1.696 0.116  0.31
H: -0.195 1.201 1.339  0.28
H: 2.541 1.329 -0.591  0.12
H: 0.954 2.327 -0.922  0.43
H: 2.157 0.424 -1.536  0.06
H: 0.078 -1.788 -1.580  0.38

2.
The molecule C6H10, computed with ωB97M-V with the def2-TZVPD basis set.

The calculation puts the HOMO energy at -0.32205 Eh. As for the multiplicity: 1. The value obtained for the HOMO-LUMO gap is 9.9 eV. As for the SMILES: CC1=CCCC1. The electronic energy comes out at -234.6006 Eh.

Each line ends with the Mulliken charge.
Geometry (Å):
C: 2.213 0.180 0.171  -1.21
C: 0.724 0.112 -0.011  0.51
C: -0.079 1.171 -0.141  -0.45
C: -1.526 0.768 -0.301  -0.61
C: -1.509 -0.656 0.281  -0.61
C: -0.105 -1.164 -0.087  -0.57
H: 2.761 -0.452 -0.537  0.30
H: 2.560 1.210 0.039  0.32
H: 2.505 -0.140 1.180  0.27
H: 0.264 2.202 -0.149  0.37
H: -2.229 1.442 0.199  0.33
H: -1.800 0.747 -1.367  0.23
H: -1.590 -0.590 1.373  0.27
H: -2.318 -1.300 -0.081  0.30
H: -0.111 -1.545 -1.121  0.24
H: 0.241 -1.985 0.552  0.31

3.
A 2-piece molecular cluster, C6H10 overall, computed with ωB97M-V with the def2-TZVPD basis set.

The calculation puts the HOMO energy at -0.34452 Eh. As for the multiplicity: 1. The value obtained for the HOMO-LUMO gap is 10.4 eV. As for the SMILES: CC#CC.C=C. The electronic energy comes out at -234.5168 Eh.

Each line ends with the Mulliken charge.
Geometry (Å):
C: -2.736 0.367 0.978  -0.44
C: -2.871 -0.579 0.047  -0.44
H: -1.770 0.849 1.161  0.23
H: -3.589 0.688 1.588  0.22
H: -2.018 -0.900 -0.562  0.23
H: -3.838 -1.061 -0.136  0.22
C: 1.721 -0.366 0.122  0.36
C: 1.643 0.493 -0.737  0.41
C: 1.816 -1.399 1.155  -1.22
C: 1.549 1.526 -1.770  -1.22
H: 2.457 -1.054 1.983  0.28
H: 2.249 -2.322 0.735  0.28
H: 0.815 -1.631 1.557  0.27
H: 2.106 2.427 -1.463  0.28
H: 1.972 1.158 -2.720  0.28
H: 0.495 1.805 -1.939  0.28

4.
The molecule C6H10, computed with ωB97M-V with the def2-TZVPD basis set.

The calculation puts the HOMO energy at -0.34461 Eh. As for the multiplicity: 1. The value obtained for the HOMO-LUMO gap is 10.5 eV. As for the SMILES: C=CCC(=C)C. The electronic energy comes out at -234.5679 Eh.

Each line ends with the Mulliken charge.
Geometry (Å):
C: -1.200 -1.091 0.983  -1.16
C: -0.352 -0.945 -0.248  0.77
C: 0.367 -1.920 -0.798  -1.00
C: 0.928 1.139 -0.037  -0.02
C: 0.891 2.402 0.363  -0.75
C: -0.209 0.465 -0.756  -0.81
H: -1.080 -2.069 1.457  0.35
H: -2.260 -0.949 0.736  0.29
H: -0.938 -0.312 1.711  0.30
H: 0.414 -2.922 -0.381  0.29
H: 0.973 -1.722 -1.682  0.27
H: 1.821 0.525 0.094  0.31
H: -0.028 2.976 0.263  0.25
H: 1.768 2.907 0.748  0.27
H: 0.033 0.466 -1.826  0.33
H: -1.129 1.051 -0.628  0.32

5.
The molecule C6H10, computed with ωB97M-V with the def2-TZVPD basis set.

The calculation puts the HOMO energy at -0.32706 Eh. As for the multiplicity: 1. The value obtained for the HOMO-LUMO gap is 10.2 eV. As for the SMILES: C1CC1C1CC1. The electronic energy comes out at -234.4404 Eh.

Each line ends with the Mulliken charge.
Geometry (Å):
C: -0.851 -0.675 -1.489  -0.42
C: -2.046 -0.141 -0.757  -0.69
C: -0.694 -0.371 -0.029  -0.26
C: 0.487 0.855 0.548  -0.24
C: 1.327 0.365 1.682  -0.67
C: 1.908 0.484 0.285  -0.56
H: -0.370 0.010 -2.187  0.22
H: -0.846 -1.713 -1.807  0.25
H: -2.405 0.859 -1.009  0.27
H: -2.870 -0.834 -0.550  0.24
H: -0.720 -1.161 0.705  0.33
H: -0.476 1.193 0.264  0.60
H: 1.737 0.997 2.476  0.26
H: 1.069 -0.632 2.027  0.19
H: 2.719 1.200 0.121  0.26
H: 2.030 -0.436 -0.281  0.23

6.
The molecule C6H10, computed with ωB97M-V with the def2-TZVPD basis set.

The calculation puts the HOMO energy at -0.32482 Eh. As for the multiplicity: 1. The value obtained for the HOMO-LUMO gap is 10.0 eV. As for the SMILES: C[C@@H]1C=CCC1. The electronic energy comes out at -234.5735 Eh.

Each line ends with the Mulliken charge.
Geometry (Å):
C: 1.720 -0.274 0.615  -1.37
C: 0.782 0.170 -0.522  0.28
C: -0.318 -0.877 -0.785  -0.85
C: -1.584 -0.444 0.154  -0.51
C: -1.225 0.982 0.458  -0.40
C: -0.075 1.343 -0.111  -0.54
H: 2.314 0.549 1.031  0.37
H: 2.420 -1.047 0.268  0.33
H: 1.124 -0.700 1.430  0.32
H: 1.411 0.431 -1.389  0.36
H: -0.581 -0.762 -1.853  0.29
H: 0.000 -1.912 -0.643  0.34
H: -1.982 -0.950 1.068  0.30
H: -2.427 -0.518 -0.535  0.29
H: -1.789 1.642 1.115  0.40
H: 0.210 2.368 -0.299  0.40

In order of appearance, max |F| = 2.72 0.22 1.73 0.28 3.81 1.37 eV/Å.